Record 1
Entry from the Open Molecules 2025 dataset: one molecule with the formula C6H9N at a distorted geometry (wB97M-V/def2-TZVPD).

Last column: natural (NBO) charge in e.
Element x y z (Å)
C (-0.426, 1.533, 0.233)  -0.629
C (-0.459, 0.026, 0.010)  0.107
C (0.384, -0.403, -1.218)  -0.476
C (1.706, -0.474, -0.552)  -0.020
C (2.111, -0.531, 0.586)  -0.221
C (-0.425, -0.958, 1.131)  -0.273
N (-1.660, -0.693, 0.392)  -0.589
H (0.521, 1.978, -0.098)  0.226
H (-0.564, 1.800, 1.287)  0.212
H (-1.232, 2.008, -0.342)  0.214
H (0.330, 0.310, -2.050)  0.231
H (0.077, -1.384, -1.594)  0.245
H (2.335, -0.568, 1.627)  0.232
H (-0.038, -1.971, 0.989)  0.204
H (-0.307, -0.601, 2.156)  0.190
H (-2.237, -0.079, 0.960)  0.345

## Properties
Gap between HOMO and LUMO in eV: 10.2
Energy above the lowest of the compared OMol25 structures with the same formula, charge and spin in eV: 4.136
HOMO energy in eV: -9.213

***

Record 2
Entry from the Open Molecules 2025 dataset: C31H34I2N6O6PbSSe as an isolated structure at a distorted geometry (wB97M-V/def2-TZVPD).

Last column: Löwdin charge in e.
Element x y z (Å)
Pb (0.102, -0.066, -1.136)  1.181
I (-4.960, 0.946, -2.049)  0.574
C (-3.237, 1.659, -3.067)  -1.092
I (-0.917, 2.119, -3.343)  0.448
H (-3.503, 2.717, -3.124)  -0.119
H (-3.314, 1.177, -4.038)  -0.115
N (-1.827, 0.801, 0.223)  -0.032
C (-1.978, 1.861, 1.178)  -0.214
C (-3.272, 2.256, 1.548)  -0.041
C (-3.468, 3.093, 2.643)  -0.101
C (-2.378, 3.441, 3.476)  -0.103
C (-1.091, 3.174, 3.014)  -0.056
C (-0.843, 2.436, 1.817)  -0.099
C (0.557, 2.343, 1.352)  -0.191
C (1.444, 3.379, 1.774)  -0.056
C (2.814, 3.232, 1.656)  -0.103
C (3.332, 2.080, 1.076)  -0.086
C (2.445, 1.167, 0.479)  -0.175
C (1.062, 1.307, 0.550)  -0.236
H (-1.807, -0.101, 0.711)  0.022
H (-2.633, 0.780, -0.405)  -0.025
H (-4.135, 1.885, 0.986)  0.070
H (-4.457, 3.442, 2.878)  0.083
H (-2.488, 3.958, 4.439)  0.091
H (-0.247, 3.571, 3.568)  0.092
H (0.986, 4.265, 2.238)  0.101
H (3.451, 3.993, 2.077)  0.089
H (4.401, 1.889, 1.009)  0.100
H (2.869, 0.316, -0.026)  0.066
C (-4.078, -4.833, 0.056)  -0.051
N (-3.667, -4.149, 1.301)  -0.128
C (-3.089, -4.793, 2.409)  -0.065
C (-2.812, -3.839, 3.344)  -0.081
N (-3.237, -2.580, 2.858)  -0.107
C (-3.140, -1.319, 3.623)  -0.023
C (-3.722, -2.782, 1.573)  -0.687
Se (-4.387, -1.544, 0.356)  0.525
H (-4.184, -5.902, 0.276)  0.079
H (-3.320, -4.699, -0.739)  0.077
H (-5.050, -4.416, -0.297)  0.074
H (-2.803, -5.840, 2.374)  0.111
H (-2.344, -3.933, 4.308)  0.104
H (-3.141, -1.524, 4.706)  0.087
H (-4.031, -0.715, 3.378)  0.079
H (-2.231, -0.760, 3.358)  0.085
C (0.958, -2.844, 3.563)  -0.036
N (1.486, -2.797, 2.204)  -0.062
C (2.669, -3.442, 1.889)  -0.071
C (3.302, -3.293, 0.698)  0.010
C (2.635, -2.380, -0.261)  -0.478
O (3.221, -1.988, -1.288)  -0.033
N (1.368, -1.943, 0.071)  0.065
C (0.798, -1.994, 1.278)  -0.543
O (-0.248, -1.400, 1.616)  -0.030
H (1.514, -3.584, 4.154)  0.079
H (-0.108, -3.126, 3.506)  0.067
H (1.048, -1.846, 4.033)  0.101
H (2.999, -4.098, 2.695)  0.110
H (4.247, -3.777, 0.454)  0.100
C (-2.346, -2.072, -2.941)  -0.097
C (-1.455, -2.245, -1.767)  -0.409
O (-1.354, -3.177, -1.019)  0.003
H (-2.575, -3.037, -3.441)  0.086
H (-1.917, -1.363, -3.649)  0.057
H (-3.304, -1.620, -2.619)  0.024
N (2.301, 0.038, -2.916)  -0.010
C (2.945, 1.202, -3.336)  -0.339
C (2.811, 2.375, -2.576)  -0.071
C (3.495, 3.521, -2.916)  -0.045
C (4.359, 3.505, -4.042)  -0.273
C (4.472, 2.299, -4.831)  -0.064
C (3.827, 1.162, -4.452)  -0.051
S (5.274, 4.910, -4.443)  0.408
O (6.532, 4.555, -3.721)  -0.402
O (5.424, 4.871, -5.896)  -0.386
O (4.500, 5.994, -3.838)  -0.383
H (1.967, -0.524, -3.706)  0.089
H (2.789, -0.615, -2.282)  0.028
H (2.173, 2.351, -1.681)  0.076
H (3.435, 4.402, -2.261)  0.118
H (5.123, 2.299, -5.699)  0.102
H (3.966, 0.191, -4.966)  0.108

## Properties
Total charge: -2
Gap between HOMO and LUMO (spin up / spin down) in eV: 5.4 / 4.7
Energy above the lowest of the compared OMol25 structures with the same formula, charge and spin in eV: 0.796
HOMO energy (spin up / spin down) in eV: -1.973 / -1.347

***

Record 3
Entry from the Open Molecules 2025 dataset: an isolated ion of composition C13H10BrN2O3 and charge -1 at a distorted geometry (wB97M-V/def2-TZVPD).

Last column: natural (NBO) charge in e.
Element x y z (Å)
Br (-0.392, 3.727, 1.895)  0.037
C (0.166, 1.929, 1.814)  -0.110
C (1.524, 1.639, 1.526)  -0.247
C (1.974, 0.304, 1.586)  -0.175
C (1.121, -0.724, 2.052)  -0.006
C (1.683, -2.161, 2.204)  0.043
C (0.887, -3.268, 1.710)  -0.355
N (1.479, -4.497, 1.774)  0.451
O (0.808, -5.551, 1.935)  -0.540
O (2.738, -4.544, 1.735)  -0.553
C (-0.249, -0.458, 2.124)  -0.177
C (-0.715, 0.870, 2.097)  -0.242
H (2.221, 2.447, 1.290)  0.218
H (3.018, 0.056, 1.321)  0.221
H (2.718, -2.230, 1.769)  0.204
H (-0.126, -3.185, 1.183)  0.198
H (-0.958, -1.272, 2.270)  0.231
H (-1.749, 1.113, 2.309)  0.217
O (1.957, -2.354, 3.721)  -0.592
C (2.546, -3.470, 4.282)  0.365
C (3.931, -3.554, 4.423)  -0.297
C (4.488, -4.693, 5.017)  0.030
N (3.749, -5.691, 5.515)  -0.470
C (2.425, -5.626, 5.358)  0.042
C (1.775, -4.539, 4.759)  -0.295
H (4.595, -2.780, 4.039)  0.212
H (5.585, -4.779, 5.152)  0.175
H (1.829, -6.468, 5.767)  0.180
H (0.692, -4.572, 4.655)  0.233

## Properties
Total charge: -1
Gap between HOMO and LUMO in eV: 6.1
Energy above the lowest of the compared OMol25 structures with the same formula, charge and spin in eV: 0.559
HOMO energy in eV: -3.664

***

Record 4
Entry from the Open Molecules 2025 dataset: an isolated ion of composition C8H10NO and charge +1 at a distorted geometry (wB97M-V/def2-TZVPD).

Last column: natural (NBO) charge in e.
Element x y z (Å)
C (-2.315, 0.058, 0.397)  -0.236
C (-2.103, -0.031, 1.763)  -0.097
C (-1.224, 0.066, -0.432)  -0.106
C (-0.810, -0.071, 2.234)  -0.284
C (0.135, 0.015, -0.018)  -0.245
C (0.346, -0.045, 1.440)  0.391
C (1.057, 0.076, -1.176)  0.482
C (0.702, -0.175, -2.580)  -0.697
N (2.311, 0.321, -0.886)  -0.641
O (1.498, -0.113, 2.209)  -0.666
H (-3.312, 0.122, -0.005)  0.243
H (-2.930, -0.066, 2.452)  0.242
H (-1.428, 0.133, -1.486)  0.218
H (-0.666, -0.114, 3.307)  0.220
H (0.409, -1.220, -2.708)  0.283
H (1.554, 0.028, -3.224)  0.247
H (-0.134, 0.433, -2.918)  0.271
H (2.594, 0.450, 0.080)  0.437
H (1.277, -0.234, 3.139)  0.510
H (3.040, 0.368, -1.588)  0.428

## Properties
Total charge: +1
Gap between HOMO and LUMO in eV: 8.3
Energy above the lowest of the compared OMol25 structures with the same formula, charge and spin in eV: 0.000
HOMO energy in eV: -12.958

***

Record 5
Entry from the Open Molecules 2025 dataset: a 2-piece molecular cluster, F2N2 overall at a distorted geometry (wB97M-V/def2-TZVPD).

Last column: natural (NBO) charge in e.
Element x y z (Å)
N (-0.931, 0.214, 0.118)  0.212
N (-0.374, 1.162, -0.067)  0.067
F (-0.477, -1.035, -0.047)  -0.158
F (1.782, -0.341, -0.005)  -0.121

## Properties
Gap between HOMO and LUMO (spin up / spin down) in eV: 12.0 / 7.0
Energy above the lowest of the compared OMol25 structures with the same formula, charge and spin in eV: 2.290
HOMO energy (spin up / spin down) in eV: -14.232 / -10.896